Record 1
This record from the Open Molecules 2025 dataset describes a structure of composition C19H37AlCl6FKLiN2O9PS at a distorted geometry. The level of theory is ωB97M-V/def2-TZVPD.

```
79
Properties=species:S:1:pos:R:3:forces:R:3:lowdin_charge:R:1
K -4.34107 4.79034 -0.82140 2.870 1.772 1.119 0.996
Cl -9.54107 4.46956 -8.06497 0.070 0.038 -0.060 0.514
Cl -1.91894 1.80884 -2.59327 -3.010 1.706 -3.083 -0.103
Cl 4.34172 -6.60597 4.17265 -0.659 -0.626 -0.471 0.455
Cl -7.81618 2.19096 -7.48914 -0.207 -0.178 -0.709 0.614
Cl 5.52269 -3.95605 3.88611 -0.207 -0.433 0.314 0.599
Cl 1.98106 -4.67317 0.44123 -0.949 -2.472 -0.822 0.008
S 1.40050 -3.80657 4.19928 0.430 -0.974 0.988 0.787
P 3.15894 3.16960 1.68883 3.533 -2.986 -0.248 -0.090
Al -0.71894 -4.65587 1.00085 0.934 -0.725 -0.893 0.742
F 1.05893 4.90957 3.72476 0.530 -0.785 -0.239 -0.460
O -5.81081 3.43465 -1.48528 -2.601 -2.192 -2.458 -0.149
O 5.36687 -0.31196 1.40676 4.014 -0.687 -1.519 -0.083
O 2.83390 2.75369 0.24486 -0.738 0.775 0.687 -0.305
O 3.06650 1.94166 2.60959 -0.562 -0.232 0.358 -0.360
O -6.87269 3.72562 -3.48965 0.818 -0.084 1.684 0.077
O -5.62832 1.87670 -3.15313 -0.634 1.820 1.531 0.094
O 7.76143 -1.05345 1.26117 -6.134 4.410 0.886 -0.075
O 4.58243 3.74758 1.74758 -0.620 -0.011 0.248 -0.346
O 2.15290 4.23524 2.15401 -2.276 2.277 -0.466 -0.152
N 1.06612 -2.31025 3.33725 -0.782 0.706 1.882 -0.453
N 0.48071 0.02106 2.05198 -0.141 -2.018 1.889 0.023
C 2.31446 -0.81828 0.52031 1.200 0.595 0.155 -0.110
C 3.47395 -1.88450 0.94834 0.797 0.174 -0.732 -0.187
C -5.48616 0.98808 -5.39547 0.340 -0.533 0.142 -0.028
C 7.35920 1.37071 1.95850 -1.404 -1.065 1.649 -0.009
C 0.65046 -2.55044 1.90314 -0.283 0.425 -1.139 -0.347
C 0.26581 1.38424 -1.04177 1.065 -0.513 0.371 -0.195
C -6.34665 1.68852 -4.36212 0.236 -0.745 -1.338 -0.342
C -0.18531 -1.22011 -0.21000 -0.101 -0.396 0.628 -0.122
C 0.80964 -1.12336 1.08567 0.129 0.379 -0.423 -0.343
C 4.95952 -1.32079 0.42094 -2.125 -1.936 0.033 -0.168
C -0.05068 -1.56807 4.10140 -0.261 2.724 0.584 -0.170
C -0.56366 -0.37810 3.06951 -1.885 -0.744 -0.473 -0.171
C 6.82077 -0.13403 1.48070 3.820 -1.836 -0.415 -0.287
C -2.05696 0.78278 0.18376 -0.289 0.480 -0.524 -0.172
C -0.81330 0.18702 -0.74618 -0.682 0.122 -0.526 -0.445
C 4.98957 -5.19895 5.02452 1.010 1.438 0.569 -0.986
C -6.08163 3.04713 -2.60924 0.203 -1.014 -0.153 -0.484
C -6.71705 3.08967 -4.74557 -0.576 0.198 -0.866 -0.154
C -8.05720 3.61631 -8.50668 0.123 0.244 -0.357 -0.984
Li 4.95893 -8.83044 3.99029 0.115 0.148 0.004 0.768
H 0.41269 -1.82881 -1.04383 -1.259 1.491 1.676 0.137
H -1.00283 0.52424 3.69910 1.314 -1.797 -1.358 0.153
H 1.22504 -3.45694 1.38067 -0.473 2.400 1.541 -0.190
H 7.84134 1.98844 1.09053 -1.141 -1.427 1.658 0.101
H -7.64949 3.12721 -5.31502 0.265 0.235 0.555 0.069
H 1.14087 0.92482 -1.70413 -1.635 0.994 1.440 0.087
H 3.61487 -2.01030 2.12549 -0.446 0.205 -2.253 0.098
H -1.50193 -0.84735 2.49903 1.986 1.177 1.050 0.123
H -8.12560 3.30070 -9.55055 -0.062 0.003 0.337 0.032
H -2.56577 1.63811 -0.47612 1.258 -2.100 1.464 -0.021
H -1.69869 1.31129 1.16434 -0.539 -1.346 -1.646 0.068
H 5.63988 -2.27027 0.36190 -0.804 2.113 0.316 0.122
H -1.32268 -0.05773 -1.79764 1.260 0.201 2.610 0.029
H -0.24782 2.22509 -1.70129 1.679 -2.056 2.074 -0.056
H -1.09071 -1.91707 0.10427 1.210 1.111 -0.573 0.072
H -2.91894 -0.01598 0.35778 1.824 1.389 -0.059 0.070
H 0.48466 -0.99466 4.99909 -1.147 -1.595 -1.701 0.155
H 5.84106 -5.51264 5.63322 -0.229 -0.047 -0.247 0.041
H 0.71723 1.81226 -0.04966 -0.637 -0.926 -1.941 0.067
H 2.67497 0.24869 0.91626 -0.974 -1.959 -0.708 0.117
H 2.31840 -0.71478 -0.66887 -0.198 -0.426 2.706 0.133
H -7.20742 4.29150 -8.38029 -0.247 -0.193 0.087 0.037
H -4.46177 1.37604 -5.39000 -0.198 0.119 0.086 0.099
H 3.27307 -2.94604 0.44144 0.786 2.763 1.337 -0.003
H 4.77832 -0.91600 -0.66363 0.672 -0.262 2.189 0.147
H -5.93450 3.61200 -5.30784 0.030 -0.192 0.054 0.150
H -0.90262 -2.28172 4.46892 1.874 1.158 -0.858 0.133
H -5.90352 1.09212 -6.40155 0.110 -0.032 0.332 0.018
H 4.21025 -4.78218 5.66714 -0.001 -0.297 -0.336 0.026
H -7.23721 1.08812 -4.14014 0.004 0.144 0.044 0.164
H 1.91580 -1.69929 3.45279 -0.774 -0.504 -0.998 0.149
H 1.33344 0.26422 2.63598 -0.667 0.546 -1.488 0.103
H -5.41643 -0.08014 -5.16334 0.002 0.183 -0.051 0.092
H 8.12858 1.14708 2.84226 -1.402 0.416 -2.261 0.090
H -0.48364 -2.92179 1.94881 1.755 1.746 0.584 -0.049
H 6.44413 1.91438 2.48434 1.815 -0.760 -1.636 0.091
H 1.30661 -3.46181 5.58042 -0.121 0.278 -1.829 -0.050
```
Positions in Å, forces in eV/Å.

Computed properties:
M (g mol⁻¹): 805.3
E_HOMO (Eh): -0.168

=====

Record 2
This record from the Open Molecules 2025 dataset describes a structure of composition C19H37BrF3NO5Sb at a distorted geometry. The level of theory is ωB97M-V/def2-TZVPD.

```
67
Properties=species:S:1:pos:R:3:forces:R:3:lowdin_charge:R:1
Sb -0.22541 1.54847 0.09223 0.289 -3.107 -0.660 1.388
Br -3.27929 -1.55247 2.17013 0.465 -0.098 -0.121 0.559
F 3.41924 0.78308 -2.75553 0.606 -0.190 2.639 0.039
F 4.99043 1.08059 -1.16761 -2.807 -0.740 0.162 0.057
F 3.06835 -0.21626 -0.77344 1.740 2.100 -0.773 0.079
O 3.39747 3.30303 -1.85556 0.262 -0.586 0.655 -0.078
O 0.83172 5.07591 0.74774 1.041 -0.772 0.665 -0.045
O -4.59500 2.59940 2.32399 1.044 0.665 -1.396 0.003
O -3.49636 4.59666 1.89412 -1.193 -3.126 -1.255 0.063
O -0.23300 3.34433 1.18658 0.530 0.087 0.239 -0.349
N 0.96316 3.93767 1.14930 -1.537 1.649 -0.803 -0.177
C -1.30625 -0.28562 3.83952 1.424 -0.422 -0.896 -0.171
C -0.07084 -0.46320 -0.91302 -0.796 -1.025 -0.683 -0.314
C -1.47879 -1.09007 -1.33045 0.744 -0.326 -1.372 -0.283
C -1.82970 0.86634 1.45797 -0.838 -0.737 1.213 -0.367
C -1.80042 2.24905 -1.28968 -0.742 1.256 -1.415 -0.315
C 3.58913 0.94438 -1.34383 -1.110 0.316 -1.786 -0.373
C -1.21005 -2.60001 -1.83510 -0.925 0.936 0.239 -0.218
C -3.93890 3.14384 -0.08281 -0.812 0.414 0.215 -0.112
C 1.23853 0.79917 1.56365 0.743 -0.377 2.057 -0.269
C 1.58075 -4.17614 -0.06967 0.298 -0.448 -1.489 -0.220
C 0.36645 -4.53544 -1.06648 0.398 0.706 0.650 -0.210
C 4.17238 -3.67914 -0.00174 -0.466 -0.337 -0.914 -0.133
C 1.25594 2.27664 -1.35421 0.973 0.907 -1.212 -0.272
C 2.78135 2.29496 -0.97418 0.988 0.962 -0.439 -0.298
C -3.95413 3.53539 1.45098 0.712 1.539 0.985 -0.424
C -2.60260 3.56891 -0.87614 -0.929 -0.427 -1.056 -0.240
C -1.54493 -0.49494 2.24644 -0.434 1.117 0.903 -0.693
C 2.91642 -4.04133 -0.96238 0.450 -1.019 1.689 -0.260
C -0.90109 -3.63254 -0.64962 -0.258 -0.635 -1.586 -0.198
H 3.78112 -3.27372 0.98763 0.733 -0.272 -1.335 0.069
H 1.41798 -3.17605 0.46402 0.062 -1.496 -0.682 0.093
H -2.78123 0.70808 0.85183 1.334 0.446 0.790 0.014
H -2.98475 4.03016 -1.86184 0.531 -0.575 1.424 0.101
H -4.05161 2.45792 3.12411 -0.312 0.560 -0.480 0.102
H -2.30463 -1.00751 -0.55859 1.117 -0.329 -0.685 0.060
H 0.46528 -1.22947 -0.25616 -0.608 1.092 -0.680 0.028
H 2.81664 -3.28724 -1.80339 -0.120 -0.897 1.126 0.102
H -1.62209 0.75010 4.17803 0.082 -1.420 -0.416 0.075
H 3.12731 -5.08587 -1.38797 -0.372 1.559 0.197 0.103
H -2.01292 1.67257 2.24983 0.164 -0.994 -1.175 0.055
H 1.65843 -5.03754 0.67922 0.250 1.402 -0.773 0.113
H 2.26733 1.26896 1.56461 -1.112 -0.463 -0.102 0.002
H -2.00075 4.38490 -0.37605 -0.697 -1.232 -0.210 0.098
H 1.12480 1.68973 -2.33390 0.178 0.736 1.537 0.078
H -2.14219 -2.92983 -2.39630 1.110 0.163 0.556 0.096
H 4.30842 3.46872 -1.54072 -0.665 -0.163 -0.167 0.091
H -2.59624 1.46206 -1.55044 1.331 0.888 0.597 0.055
H -0.17081 -0.34615 3.99655 -1.549 0.147 -0.066 0.066
H -4.81657 3.71427 -0.56287 1.173 -0.684 0.904 0.124
H 0.79999 1.02699 2.60562 0.668 -0.145 -1.496 0.013
H -1.86434 -0.52977 -2.26061 0.513 -0.684 1.366 0.097
H -1.28220 2.47662 -2.29458 -0.569 -0.369 1.454 0.064
H 3.03217 2.68050 0.07356 -0.707 -1.178 -1.154 0.138
H -4.20868 2.03758 -0.22582 0.621 1.627 0.386 0.111
H 4.77618 -4.62950 0.20090 -0.743 1.403 -0.184 0.065
H -1.76719 -1.13311 4.43598 0.442 1.275 -0.705 0.045
H 0.55214 -0.40312 -1.87996 -0.837 0.017 1.414 0.063
H -0.36382 -2.51760 -2.60804 -1.094 -0.305 1.259 0.104
H -1.79851 -4.34341 -0.56029 1.148 1.252 0.167 0.105
H 0.12344 -5.65627 -1.09414 0.376 1.567 0.363 0.104
H 1.38626 -0.33785 1.54987 -0.211 1.543 -0.246 0.014
H -0.75066 -3.06581 0.33017 -0.126 -0.963 -1.306 0.085
H -0.75441 -1.15036 1.76948 -1.120 0.727 0.632 0.056
H 4.81448 -2.93192 -0.57505 -0.630 -0.882 1.200 0.065
H 0.96791 3.35651 -1.63210 0.681 -1.458 0.563 0.084
H 0.74915 -4.29427 -2.12378 -0.902 -0.175 1.473 0.093
```
Positions in Å, forces in eV/Å.

Computed properties:
Net charge: -1
M (g mol⁻¹): 618.2
E_HOMO (Eh): -0.179

=====

Record 3
This record from the Open Molecules 2025 dataset describes the ion C19H37F3NO3 with charge +1 at a distorted geometry. The level of theory is ωB97M-V/def2-TZVPD.

```
63
Properties=species:S:1:pos:R:3:forces:R:3:lowdin_charge:R:1
F -1.55040 3.99591 0.10885 -0.700 -1.607 -0.687 0.166
F -3.35513 2.88889 -0.59565 1.285 0.043 0.158 0.134
F -1.38878 2.37763 -1.42317 -0.362 0.454 0.716 0.155
O -0.87959 0.89193 2.76599 -0.165 0.136 0.170 -0.036
O -5.65969 -2.11021 -0.65035 0.000 -0.173 -0.002 -0.107
O -2.38458 -1.87539 1.04531 0.186 0.132 -0.344 -0.034
N -2.15132 0.37961 0.27114 -0.011 0.514 0.171 0.198
C 1.51836 -2.64119 0.30131 -0.022 -0.249 -0.228 -0.097
C 3.52597 1.80725 -0.98747 0.290 -0.288 0.634 -0.208
C -5.34885 -1.69971 -1.96873 0.007 0.521 -0.305 -0.238
C 3.65388 -1.26464 0.53030 -0.100 -0.146 -0.252 -0.215
C -1.13638 -0.42876 2.38074 0.092 -0.282 -0.325 -0.100
C -0.59810 1.73195 1.65898 0.220 -0.218 -0.229 -0.252
C 2.85461 2.46833 0.22156 -0.217 0.433 -0.821 -0.192
C -5.09577 -0.18965 -2.13900 -0.169 -0.345 -0.245 -0.059
C -2.32623 -0.56052 1.44310 -0.266 -0.741 0.720 -0.280
C -1.87722 1.74315 0.81824 0.106 0.483 0.181 -0.084
C 1.31739 2.46791 0.09906 0.436 -0.274 0.466 -0.169
C 5.24964 -0.11213 -1.11299 0.288 0.422 0.241 -0.204
C -3.31515 -2.16007 -0.00663 -0.052 -0.053 -0.009 -0.136
C 4.97077 1.34538 -0.70183 -0.379 -0.231 -0.353 -0.184
C -4.73525 -1.73871 0.32611 -0.108 -0.038 0.213 -0.208
C 0.66822 1.32922 0.92179 0.225 0.399 -0.699 -0.116
C 2.97024 -2.46740 -0.13112 0.379 0.529 0.306 -0.246
C 5.09517 -1.09814 0.03695 -0.228 -0.261 -0.270 -0.203
C -2.01887 2.77899 -0.29070 -0.235 0.763 -0.291 -0.496
H 5.64894 2.02066 -1.21145 0.221 0.049 -0.068 0.107
H -5.74451 0.19172 -2.91821 -0.110 0.148 -0.119 0.082
H 3.05376 -2.31093 -1.20243 -0.088 -0.160 -0.272 0.107
H 0.93977 3.43193 0.42095 -0.200 0.163 0.049 0.106
H 4.60625 -0.39539 -1.94277 -0.135 -0.064 -0.185 0.108
H -1.37542 -1.01833 3.25467 0.016 0.004 0.301 0.159
H -4.83033 -0.66835 0.54327 0.144 0.193 -0.058 0.109
H 3.61315 -1.35923 1.61265 -0.008 -0.093 0.201 0.116
H 1.40102 0.99134 1.64492 -0.078 -0.152 0.365 0.128
H -0.46535 2.73113 2.05683 -0.049 0.147 0.183 0.171
H -5.01864 -2.25150 1.24040 -0.133 -0.082 0.146 0.148
H 1.23766 -1.90762 1.05187 0.030 0.092 0.155 0.035
H 1.08341 2.33776 -0.94945 -0.230 0.205 -0.244 0.102
H 3.56724 -3.34059 0.10658 -0.027 -0.311 -0.013 0.108
H -3.24100 -0.26644 1.95533 -0.152 0.415 -0.133 0.173
H 3.18582 3.50253 0.24957 0.149 0.158 0.207 0.116
H -0.28097 -0.89556 1.89211 0.133 -0.018 0.001 0.111
H 0.83082 -2.55171 -0.53572 -0.146 0.122 -0.159 0.065
H -5.33008 0.38975 -1.25129 0.010 0.048 0.182 0.071
H -2.68630 1.94115 1.51403 -0.194 0.118 0.086 0.185
H -4.08566 0.00521 -2.48838 0.295 0.163 0.147 0.068
H 3.52863 2.48820 -1.83199 -0.164 0.159 -0.157 0.115
H 3.18598 2.00414 1.14305 -0.007 -0.160 0.234 0.104
H 3.05798 -0.39413 0.26507 -0.003 0.284 0.172 0.073
H -3.30359 -3.23150 -0.15398 0.142 -0.227 0.077 0.151
H -4.50208 -2.25385 -2.37047 0.139 -0.205 0.051 0.112
H 5.76876 -0.84012 0.84782 0.075 0.225 0.158 0.111
H 5.42911 -2.07087 -0.32003 0.142 -0.204 0.036 0.107
H 6.26891 -0.17520 -1.48223 0.176 -0.098 -0.095 0.108
H 1.34455 -3.62655 0.71778 -0.073 -0.140 0.190 0.075
H -1.37220 0.04308 -0.29873 0.019 0.060 -0.185 0.186
H -2.93924 -1.71935 -0.92971 -0.032 0.116 -0.190 0.113
H 2.92694 0.94953 -1.28424 -0.094 -0.194 -0.146 0.092
H -6.20066 -1.97819 -2.57190 -0.264 -0.173 0.049 0.124
H 0.50681 0.49126 0.24268 0.001 -0.303 0.047 0.106
H -3.00078 0.44581 -0.29654 -0.042 -0.351 -0.191 0.150
H 5.18835 1.43060 0.35816 0.036 0.144 0.259 0.105
```
Positions in Å, forces in eV/Å.

Computed properties:
Structure (SMILES): CCCCCCCCCC[C@@H]1OC[C@H](OCCOCC)[NH2+][C@@H]1C(F)(F)F
Net charge: +1
M (g mol⁻¹): 384.5
E_HOMO (Eh): -0.479